Here is one molecule with the formula C6H10O from the OMol25 dataset. Energies are from ωB97M-V with the def2-TZVPD basis set.

Atoms and positions in Å:
C 0.79 1.11 0.07
C 0.81 0.10 -1.06
O -0.38 -0.75 -1.03
C -1.88 -0.20 -1.13
C -0.63 -1.36 0.22
C -0.12 -0.87 1.35
C 0.69 0.39 1.43
H -0.06 1.79 -0.08
H 1.69 1.72 0.02
H 0.80 0.57 -2.05
H 1.67 -0.57 -0.99
H -1.73 0.84 -0.84
H -2.06 -0.29 -2.21
H -1.21 -2.26 0.10
H -0.34 -1.42 2.25
H 1.70 0.14 1.78
H 0.27 1.08 2.17

Electronic energy: -309.67278 Eh
Net charge: 0
Energy above the lowest of the compared OMol25 structures with the same formula, charge and spin: 106.4 kcal per mole

Electronic structure analysis, Mulliken charges in units of e:
1. C -0.694
2. C -0.371
3. O -0.147
4. C -0.715
5. C -0.186
6. C -0.539
7. C -0.351
8. H 0.278
9. H 0.341
10. H 0.303
11. H 0.294
12. H 0.110
13. H 0.229
14. H 0.490
15. H 0.350
16. H 0.292
17. H 0.313